ORCA calculation (the ωB97M-V functional and the def2-TZVPD basis) on a molecular structure, C34H28N4NdO3PS3.

Summary:
2S+1: 4
ΔE to the lowest compared entry with this formula, charge and spin (kJ/mol): 6.0
E_tot (hartree): -3854.75161
Largest force on an atom (eV/A): 1.1

```
74
Properties=species:S:1:pos:R:3:forces:R:3
Nd 0.3439 0.3085 -1.3106 0.5 -0.8 0.6
C 5.0408 -0.5304 -2.4174 -0.1 0.1 0.1
O 5.2016 0.3394 -1.2895 0.1 0.0 0.0
C 4.6972 1.6097 -1.4376 -0.1 0.1 0.0
C 5.5465 2.6894 -1.3363 0.0 -0.1 0.0
C 5.0521 3.9922 -1.3910 0.0 0.0 0.0
C 3.6987 4.1904 -1.5477 0.0 -0.1 0.0
C 2.8120 3.1087 -1.6566 -0.1 0.1 0.0
C 1.3961 3.4204 -1.7695 0.0 0.0 -0.1
N 0.4993 2.5415 -2.0081 -0.1 0.3 0.0
N -0.8398 2.9237 -1.9167 0.1 0.3 0.0
C -1.6441 1.9725 -2.3444 -0.1 0.1 -0.2
O -1.2586 0.8128 -2.7698 -0.3 0.4 -0.2
C -3.1056 2.2442 -2.2777 0.0 0.0 0.0
C -3.9883 1.1910 -2.4895 -0.1 0.0 0.0
C -5.3567 1.4074 -2.4180 0.0 0.0 0.0
C -5.8456 2.6748 -2.1385 0.0 0.0 0.0
C -4.9641 3.7286 -1.9282 0.0 0.0 0.0
C -3.5971 3.5162 -1.9951 0.0 0.0 0.0
C 3.3045 1.7843 -1.5944 -0.1 0.0 -0.1
O 2.5338 0.7165 -1.6219 0.1 0.1 -0.1
H 5.9546 -1.1165 -2.4985 0.0 0.0 0.0
H 4.8956 0.0473 -3.3309 0.0 0.0 0.0
H 4.1805 -1.1834 -2.2750 0.0 0.0 0.0
H 6.6026 2.4911 -1.2015 0.0 0.0 0.0
H 5.7257 4.8335 -1.3065 0.0 0.0 0.0
H 3.2925 5.1943 -1.5837 0.0 0.0 0.0
H 1.0799 4.4560 -1.6316 0.1 0.0 0.0
H -3.5909 0.2080 -2.7014 0.0 0.0 0.0
H -6.0425 0.5858 -2.5796 0.0 0.0 0.0
H -6.9134 2.8454 -2.0851 0.0 0.0 0.0
H -5.3432 4.7197 -1.7140 0.0 0.0 0.0
H -2.9042 4.3303 -1.8340 0.0 0.0 0.0
S -1.7302 -0.7696 0.3820 -0.1 -0.1 0.1
P -0.8251 -2.5007 -0.0615 -0.1 -0.1 -0.2
S 0.2685 -2.4814 -1.7663 0.0 -0.2 0.1
C -2.0495 -3.8334 -0.1688 0.0 -0.1 0.0
C -1.6944 -5.0369 -0.7740 0.0 0.0 0.0
C -2.5921 -6.0911 -0.8058 0.0 0.0 0.0
C -3.8499 -5.9481 -0.2335 0.0 0.0 0.0
C -4.2075 -4.7498 0.3652 0.0 0.0 0.0
C -3.3091 -3.6926 0.3999 0.0 0.1 0.0
C 0.2445 -2.9891 1.3236 0.0 0.1 0.2
C -0.1497 -2.6741 2.6241 0.0 0.0 0.0
C 0.6365 -3.0458 3.7020 0.0 0.0 0.0
C 1.8255 -3.7331 3.4909 0.0 0.0 0.0
C 2.2238 -4.0440 2.1991 0.0 0.0 0.0
C 1.4371 -3.6722 1.1179 0.0 0.0 -0.1
H -0.7206 -5.1418 -1.2365 0.0 0.0 0.0
H -2.3136 -7.0213 -1.2834 0.0 0.0 0.0
H -4.5529 -6.7707 -0.2614 0.0 0.0 0.0
H -5.1908 -4.6328 0.8019 0.0 0.0 0.0
H -3.5934 -2.7508 0.8524 0.0 0.0 0.0
H -1.0626 -2.1149 2.7897 0.0 0.0 0.0
H 0.3252 -2.7912 4.7069 0.0 0.0 0.0
H 2.4420 -4.0219 4.3327 0.0 0.0 0.0
H 3.1530 -4.5743 2.0333 0.0 0.0 0.0
H 1.7593 -3.8975 0.1089 0.0 0.0 0.0
N 3.0684 -0.1759 1.0489 0.0 0.0 0.1
C 2.0943 0.5171 1.6637 0.1 -0.2 -0.2
N 1.1167 1.1177 1.0365 -0.1 0.1 0.1
C 0.2680 1.7467 1.9517 0.0 0.0 -0.1
C -0.8531 2.5038 1.6275 0.0 0.0 0.0
C -1.6080 3.0480 2.6509 -0.1 0.0 0.1
C -1.2640 2.8573 3.9903 0.1 0.0 -0.1
C -0.1417 2.1165 4.3231 0.0 0.0 0.0
C 0.6097 1.5729 3.2927 0.0 0.0 0.1
S 2.0591 0.6105 3.4038 0.0 0.0 0.1
H 3.2194 -0.0366 0.0534 -0.1 0.0 0.0
H 3.8411 -0.5226 1.5884 0.0 0.0 0.0
H -1.1320 2.6807 0.5939 0.1 0.0 0.0
H -2.4845 3.6338 2.4062 0.0 0.0 0.0
H -1.8710 3.2912 4.7731 0.0 0.0 0.0
H 0.1395 1.9650 5.3569 0.0 0.0 0.0
```
Forces are in eV/Å.



ORCA calculation (the ωB97M-V functional and the def2-TZVPD basis) on a molecular structure, C34H28N6STi.

Summary:
ΔE to the lowest compared entry with this formula, charge and spin (kJ/mol): 0.0
E_tot (hartree): -2888.31906
Net charge: +2
Largest force on an atom (eV/A): 0.5

```
70
Properties=species:S:1:pos:R:3:forces:R:3
Ti 0.2835 0.6616 -0.1421 0.0 0.3 -0.4
C -2.8924 0.3112 -0.3196 0.0 -0.1 0.1
N -1.7135 -0.2599 -0.9832 0.1 0.1 -0.1
C -1.6596 -1.7259 -1.0569 0.0 0.0 0.1
C -0.7193 -2.2221 -0.0193 0.1 -0.1 0.1
N 0.1941 -1.4565 0.5495 0.0 0.2 -0.1
C 0.9158 -2.3124 1.4076 0.0 -0.1 0.0
C 1.9951 -2.0993 2.2672 0.0 0.0 0.0
C 2.4849 -3.1796 2.9735 0.0 0.0 0.0
C 1.9303 -4.4605 2.8512 0.0 0.0 0.0
C 0.8633 -4.6931 2.0103 0.0 0.0 0.0
C 0.3822 -3.6003 1.3028 0.1 0.1 0.0
N -0.6560 -3.4940 0.3882 -0.1 -0.1 0.0
C -2.4973 0.8671 1.0022 0.0 0.0 0.1
N -1.2471 1.0873 1.3764 0.1 0.0 -0.1
C -1.3383 1.6190 2.6856 -0.1 0.0 0.0
C -0.3853 2.0212 3.6232 0.0 0.0 0.0
C -0.8275 2.4932 4.8427 0.0 0.0 0.0
C -2.1892 2.5746 5.1610 0.0 0.0 0.0
C -3.1474 2.1739 4.2559 -0.1 0.0 0.0
C -2.6888 1.7014 3.0347 0.1 0.0 -0.1
N -3.3851 1.2141 1.9369 -0.1 0.0 0.1
H -3.6812 -0.4333 -0.1891 0.0 0.0 0.0
H -3.2959 1.1142 -0.9388 0.0 0.0 0.0
H -1.6997 0.1046 -1.9270 0.0 0.0 0.0
H -1.2743 -2.0164 -2.0369 0.0 0.0 0.0
H -2.6463 -2.1812 -0.9453 0.0 0.0 0.0
H 2.4537 -1.1347 2.3959 0.0 0.0 0.0
H 3.3212 -3.0331 3.6434 0.0 0.0 0.0
H 2.3444 -5.2772 3.4259 0.0 0.0 0.0
H 0.4216 -5.6753 1.9058 0.0 0.0 0.0
H -1.2534 -4.2463 0.0835 0.0 0.0 0.0
H 0.6737 1.9782 3.4406 0.0 0.0 0.0
H -0.0972 2.8080 5.5755 0.0 0.0 0.0
H -2.4889 2.9531 6.1281 0.0 0.0 0.0
H -4.2045 2.2218 4.4815 0.0 0.0 0.0
H -4.3873 1.1334 1.8661 0.0 0.0 0.0
C 2.4703 1.4092 -0.7579 0.1 -0.1 0.0
C 2.5876 0.5471 0.3509 0.0 0.0 0.0
C 1.9277 1.1504 1.4390 -0.1 0.1 0.0
C 1.3866 2.3786 0.9957 0.0 -0.1 0.0
C 1.7293 2.5419 -0.3645 0.0 0.0 0.1
H 2.8893 1.2369 -1.7354 0.0 0.0 0.0
H 3.0981 -0.4026 0.3597 0.0 0.0 0.0
H 1.8400 0.7415 2.4300 0.0 0.0 0.0
H 0.8194 3.0816 1.5832 0.0 0.0 0.0
H 1.5220 3.4060 -0.9702 0.0 0.0 0.0
S 0.6789 0.1178 -4.7630 0.0 0.0 0.0
C 1.5133 -1.2486 -4.0881 -0.1 0.1 0.0
C 2.1790 -2.2616 -4.7683 0.0 -0.1 0.0
C 2.8043 -3.2391 -4.0209 0.0 0.0 0.0
C 2.7711 -3.1962 -2.6227 0.0 0.0 0.0
C 2.1050 -2.1908 -1.9506 0.0 0.0 0.1
C 1.4538 -1.2017 -2.6908 0.1 -0.1 -0.1
N 0.7391 -0.1042 -2.2042 -0.1 0.0 0.2
C 0.3094 0.6679 -3.1798 0.0 -0.1 -0.1
C -0.4370 1.8759 -2.8639 0.0 0.1 0.1
C -0.9649 2.7299 -3.8362 0.0 -0.1 0.0
C -1.6796 3.8450 -3.4457 0.0 0.0 0.0
C -1.8635 4.1057 -2.0905 0.0 0.0 0.0
C -1.3234 3.2603 -1.1276 0.0 0.0 0.0
C -0.5949 2.1317 -1.4935 0.1 -0.2 0.2
H 2.2111 -2.2770 -5.8495 0.0 0.0 0.0
H 3.3338 -4.0375 -4.5219 0.0 0.0 0.0
H 3.2858 -3.9612 -2.0568 0.0 0.0 0.0
H 2.1060 -2.1688 -0.8708 0.0 0.0 0.0
H -0.8152 2.5188 -4.8892 0.0 0.0 0.0
H -2.0901 4.5147 -4.1886 0.0 0.0 0.0
H -2.4209 4.9821 -1.7851 0.0 0.0 0.0
H -1.4597 3.5096 -0.0796 0.0 0.0 0.0
```
Forces are in eV/Å.



ORCA calculation (the ωB97M-V functional and the def2-TZVPD basis) on a molecular structure, C34H29BrClMgN7O4S4.

Summary:
E_tot (hartree): -6824.56653
Net charge: -2
Largest force on an atom (eV/A): 0.9

```
81
Properties=species:S:1:pos:R:3:forces:R:3
Mg 0.3413 0.7402 -0.4016 -0.5 -0.3 0.7
N 3.5258 1.9694 -1.7050 0.0 0.1 0.0
C 2.4080 2.6647 -2.0670 0.3 -0.1 -0.2
N 1.2014 2.2124 -1.9579 -0.3 0.3 0.1
C 0.2831 3.1555 -2.3714 -0.1 -0.1 0.0
C 0.8033 4.2909 -2.8892 0.0 0.0 0.0
S 2.5243 4.2226 -2.8274 0.0 0.0 0.0
C -1.1408 2.8978 -2.1083 0.1 0.0 0.0
C -2.1628 3.7140 -2.4467 -0.1 0.0 -0.1
S -3.6487 3.0811 -1.8245 0.0 0.0 0.0
C -2.7653 1.7274 -1.1461 0.0 0.0 0.0
N -1.4794 1.7645 -1.3889 0.1 0.2 -0.2
N -3.3828 0.7603 -0.4699 0.1 -0.1 0.1
H 3.2939 1.2141 -1.0567 0.0 0.0 0.0
H 4.2709 2.5593 -1.3693 0.0 0.0 0.1
H 0.2900 5.1693 -3.2386 0.0 0.0 0.0
H -2.1335 4.6410 -2.9912 0.0 0.0 0.0
H -4.3698 0.8132 -0.3036 0.0 0.0 0.0
H -2.7885 -0.0133 -0.0589 -0.1 0.0 0.0
Br -3.6541 -6.0464 -2.9139 0.0 0.0 0.0
C -1.8092 -5.7877 -3.2977 0.0 0.0 0.0
C -0.9704 -5.2663 -2.3251 0.0 0.0 0.0
C 0.3594 -5.0306 -2.6293 0.0 -0.2 0.1
C 0.8659 -5.3171 -3.9019 -0.1 -0.1 0.0
C 0.0093 -5.8937 -4.8381 0.0 0.1 -0.1
C -1.3277 -6.1142 -4.5530 0.0 0.0 0.0
N 2.2301 -5.2320 -4.2914 0.1 -0.3 0.3
N 3.0598 -4.4570 -3.7375 -0.2 0.2 -0.3
C 2.7215 -3.3310 -3.0082 0.2 0.1 0.1
C 3.6727 -2.9656 -2.0468 -0.1 -0.1 0.0
C 3.4976 -1.9416 -1.1458 -0.1 0.1 0.0
C 2.3388 -1.1326 -1.1973 0.0 -0.2 0.0
O 2.1362 -0.1582 -0.4233 0.4 -0.1 -0.4
C 1.3779 -1.4291 -2.2677 0.1 0.0 0.1
N 0.3388 -0.5741 -2.3413 0.1 0.0 -0.1
C -0.4975 -0.6715 -3.3443 -0.1 0.0 0.0
C -0.3292 -1.6147 -4.3677 0.0 0.0 0.0
C 0.6982 -2.5150 -4.2843 0.0 0.1 -0.1
C 1.5788 -2.4779 -3.1808 0.1 0.2 -0.2
H -1.3507 -5.0135 -1.3445 0.0 0.0 0.0
H 1.0042 -4.6184 -1.8659 -0.1 0.0 0.0
H 0.4158 -6.1609 -5.8060 0.0 0.0 0.0
H -1.9894 -6.5321 -5.3000 0.0 0.0 0.0
H 4.5604 -3.5868 -1.9989 0.0 0.0 0.0
H 4.2227 -1.7339 -0.3706 0.0 0.0 0.0
H -1.3266 0.0280 -3.3525 0.0 0.0 0.0
H -1.0067 -1.6233 -5.2118 0.0 0.0 0.0
H 0.8558 -3.2276 -5.0817 0.0 0.0 0.0
C -2.0464 -3.0552 2.2269 0.0 0.0 -0.1
C -1.0514 -1.9517 1.8981 0.0 -0.1 0.0
S -1.2116 -1.3279 0.2384 0.1 0.1 0.0
C -0.1026 -1.5573 2.7718 0.0 0.2 -0.1
C 0.0220 -2.2348 4.1203 0.0 0.0 0.0
S 1.0614 -0.2780 2.4942 -0.1 -0.1 0.1
H -2.7386 -3.1828 1.3957 0.0 0.0 0.0
H -2.6364 -2.8259 3.1215 0.0 0.0 0.0
H -1.5579 -4.0226 2.3957 0.0 0.0 0.0
H -0.7236 -3.0128 4.2956 0.0 0.0 0.0
H -0.0564 -1.4895 4.9165 0.0 0.0 0.0
H 1.0161 -2.6829 4.2071 0.0 0.0 0.0
C 1.1625 4.6181 5.6443 0.0 0.0 0.0
C -0.2659 4.2845 5.3225 0.0 0.0 0.0
C -1.2107 4.1143 6.3275 0.0 0.0 0.0
C -2.5206 3.8061 6.0091 0.0 0.0 0.0
Cl -3.6912 3.6188 7.3029 0.0 0.0 0.0
C -2.9245 3.6471 4.6966 0.0 0.0 0.0
C -1.9884 3.8170 3.6892 0.0 0.0 0.0
C -0.6732 4.1442 3.9925 0.0 0.0 0.0
O 0.1927 4.3795 2.9698 0.0 0.0 0.1
C 1.1388 3.3115 2.7022 0.0 -0.1 0.0
C 1.2328 3.1728 1.1790 0.0 0.0 0.1
O 2.1270 3.7838 0.5795 0.1 0.0 0.0
O 0.3336 2.4357 0.6775 -0.1 0.1 -0.2
H 1.2442 5.0577 6.6390 0.0 0.0 0.0
H 1.5639 5.3137 4.9076 0.0 0.0 0.0
H 1.7835 3.7208 5.6125 0.0 0.0 0.0
H -0.9229 4.2253 7.3656 0.0 0.0 0.0
H -3.9480 3.3855 4.4668 0.0 0.0 0.0
H -2.2511 3.6838 2.6480 0.0 0.0 0.0
H 0.7770 2.3675 3.1164 0.0 0.0 0.0
H 2.1132 3.5738 3.1194 0.0 0.1 0.0
```
Forces are in eV/Å.



What is the largest force on an atom in the first record? 1.1 eV/A



largest force on an atom of number 3 (C34H29BrClMgN7O4S4)? 0.9 eV/A